1.
Formula: C4H12S
Source: the Open Molecules 2025 dataset
Level of theory: ωB97M-V/def2-TZVPD

ORCA input file:
```
! wB97M-V def2-TZVPD RIJCOSX def2/J DEFGRID3
* xyz 0 1
C 2.4590 0.9637 -2.5530
C 1.7321 1.1585 -1.2130
S 2.4860 0.1754 0.1225
H 3.2508 0.2248 -2.4943
H 2.8896 1.9027 -2.8997
H 1.7803 0.6451 -3.3421
H 1.7075 2.2102 -0.9454
H 0.6892 0.8716 -1.2897
H 1.3617 -0.2302 0.6952
C -2.2529 -0.7368 2.4517
C -2.3501 -1.2579 1.0237
H -3.1879 -0.3290 2.8224
H -1.5246 0.0720 2.5493
H -1.9817 -1.5192 3.1660
H -3.2277 -0.8587 0.5154
H -1.5082 -0.9472 0.4069
H -2.3231 -2.3451 0.9841
*
```

Highest occupied orbital energy: -9.03 eV
Relative energy (zero: lowest compared OMol25 entry of this formula, charge and spin): 0.298 eV
LUMO energy: 0.87 eV
Kohn-Sham gap: 9.90 eV
SMILES string: CCS.CC

Löwdin atomic charge list, values in e, 6 entries:
1 C -0.177
2 C -0.609
3 S 0.690
4 H 0.048
5 H 0.064
6 H 0.065

2.
Formula: C4H12S2
Source: the Open Molecules 2025 dataset
Level of theory: ωB97M-V/def2-TZVPD

ORCA input file:
```
! wB97M-V def2-TZVPD RIJCOSX def2/J DEFGRID3
* xyz 0 1
C 3.8614 -0.7999 0.4129
C 2.3275 -1.0125 0.1880
S 1.7450 -0.5065 -1.4558
H 4.3147 -1.0350 -0.5316
H 3.8620 0.3064 0.3550
H 4.2612 -1.1599 1.3556
H 1.7471 -0.5611 0.9962
H 2.1148 -2.0758 0.1385
H 1.2301 -1.7035 -1.8168
C -3.0655 1.3929 2.0604
C -3.1979 0.6006 0.7282
S -1.7515 0.5116 -0.3722
H -2.3170 0.8986 2.7038
H -2.7806 2.3769 1.6988
H -4.0941 1.3652 2.3830
H -4.0775 0.8645 0.1428
H -3.4107 -0.4520 1.0413
H -0.4650 0.0937 -0.3219
*
```

Highest occupied orbital energy: -8.60 eV
Relative energy (zero: lowest compared OMol25 entry of this formula, charge and spin): 2.060 eV
LUMO energy: 0.80 eV
Kohn-Sham gap: 9.39 eV
SMILES string: CCS.CCS

Löwdin atomic charge list, values in e, 6 entries:
1 C -0.154
2 C -0.618
3 S 0.692
4 H 0.045
5 H 0.066
6 H 0.070

3.
Formula: C4H12S2
Source: the Open Molecules 2025 dataset
Level of theory: ωB97M-V/def2-TZVPD

ORCA input file:
```
! wB97M-V def2-TZVPD RIJCOSX def2/J DEFGRID3
* xyz 0 1
C 0.7943 -1.3835 -3.8573
C 0.1107 -0.6222 -2.7354
S 0.0914 1.0947 -3.1818
H 0.2765 -1.2101 -4.8156
H 0.7054 -2.4518 -3.5976
H 1.8625 -1.1404 -3.9856
H -0.8934 -1.0579 -2.5693
H 0.6938 -0.7562 -1.8040
H -0.0196 1.6154 -1.9413
C -0.5603 0.1133 3.9181
C 0.1391 0.7231 2.7285
S -0.9787 1.5215 1.5459
H -0.6858 0.8958 4.6852
H -0.0615 -0.7554 4.3799
H -1.5584 -0.1994 3.5678
H 0.9444 1.4380 2.9852
H 0.5787 -0.0614 2.0828
H -1.4392 2.2364 2.5945
*
```

Highest occupied orbital energy: -8.89 eV
Relative energy (zero: lowest compared OMol25 entry of this formula, charge and spin): 0.502 eV
LUMO energy: 0.78 eV
Kohn-Sham gap: 9.67 eV
SMILES string: CCS.CCS

Löwdin atomic charge list, values in e, 6 entries:
1 C -0.216
2 C -0.683
3 S 0.694
4 H 0.068
5 H 0.073
6 H 0.073

4.
Formula: C4H13N
Source: the Open Molecules 2025 dataset
Level of theory: ωB97M-V/def2-TZVPD

ORCA input file:
```
! wB97M-V def2-TZVPD RIJCOSX def2/J DEFGRID3
* xyz 0 1
C -1.2378 0.7105 -1.7445
C 0.0532 1.5208 -1.6232
C 0.3058 2.0499 -0.1972
H -1.5651 0.2654 -0.8197
H -1.2278 -0.0661 -2.5196
H -2.0960 1.2822 -2.1089
H 0.0166 2.3441 -2.3322
H 0.8661 0.8323 -1.8631
H 0.0211 1.2957 0.5278
H 1.3819 2.1974 -0.1194
H -0.2085 2.9833 -0.0207
C -0.0172 -2.3956 1.9957
N 1.3963 -2.0278 1.8725
H -0.6803 -1.6402 1.5795
H -0.2327 -2.5275 3.0562
H -0.1958 -3.3511 1.5278
H 1.8589 -2.4332 1.0677
H 1.5611 -1.0403 1.7214
*
```

Highest occupied orbital energy: -9.21 eV
Relative energy (zero: lowest compared OMol25 entry of this formula, charge and spin): 0.254 eV
LUMO energy: 0.98 eV
Kohn-Sham gap: 10.20 eV
SMILES string: CCC.CN

Löwdin atomic charge list, values in e, 6 entries:
1 C -0.133
2 C -0.304
3 C -0.115
4 H 0.051
5 H 0.067
6 H 0.064

5.
Formula: C4H13N2
Source: the Open Molecules 2025 dataset
Level of theory: ωB97M-V/def2-TZVPD

ORCA input file:
```
! wB97M-V def2-TZVPD RIJCOSX def2/J DEFGRID3
* xyz 0 2
C 0.0687 1.0315 -0.6240
N -0.8885 0.5888 -1.5661
C 0.4232 -0.2279 0.1923
N -2.6108 1.5034 0.3484
C 1.8107 -2.0108 1.3003
C 1.6004 -0.6532 0.6431
H 1.0175 1.5467 -0.8004
H -0.3307 1.5806 0.2409
H -1.7729 1.0662 -1.6453
H 1.8135 -1.4283 -2.1078
H -0.4031 -0.8326 -0.0359
H -2.8573 0.9192 1.1726
H -2.3333 0.7751 -0.3896
H -3.5778 1.8782 0.3433
H 0.8104 -2.5503 1.4592
H 2.4670 -2.6828 0.6791
H 2.3467 -1.8888 2.2829
H 1.2786 -1.9120 -2.1891
H 2.6187 0.0461 0.4441
*
```

⟨S²⟩: 0.75
Highest occupied orbital energy (spin up / spin down): -8.96 / -9.02 eV
Relative energy (zero: lowest compared OMol25 entry of this formula, charge and spin): 3.906 eV
LUMO energy (spin up / spin down): 1.10 / -0.88 eV
Kohn-Sham gap (spin up / spin down): 10.05 / 8.14 eV

Löwdin atomic charge list, values in e, 6 entries:
1 C -0.334
2 N 0.088
3 C -0.191
4 N -0.018
5 C -0.141
6 C -0.221

6.
Formula: C4H13N2
Source: the Open Molecules 2025 dataset
Level of theory: ωB97M-V/def2-TZVPD

ORCA input file:
```
! wB97M-V def2-TZVPD RIJCOSX def2/J DEFGRID3
* xyz 1 1
C 1.7227 -0.6700 -0.0666
C 0.2876 -1.0889 0.2336
N -0.4171 -1.0909 -1.1250
C -0.4735 -0.1255 1.1330
C -0.7248 1.3599 0.7442
N -0.6699 1.6254 -0.7054
H 2.4642 -1.1278 0.5948
H 2.0235 -1.0543 -1.0389
H 1.8470 0.4090 0.0196
H 0.2455 -2.1106 0.5828
H 0.1360 -1.5128 -1.8173
H -1.2976 -1.5994 -1.1343
H -0.5142 -0.0459 -1.3003
H -1.3648 -0.6236 1.5199
H 0.1554 -0.0805 2.0263
H -0.0459 1.9360 1.3394
H -1.7011 1.6940 1.0958
H -0.0667 2.3468 -1.0677
H -1.6062 1.7590 -1.0337
*
```

Highest occupied orbital energy: -14.21 eV
Relative energy (zero: lowest compared OMol25 entry of this formula, charge and spin): 0.764 eV
LUMO energy: -3.07 eV
Kohn-Sham gap: 11.14 eV
SMILES string: C[C@H]([NH3+])CCN

Löwdin atomic charge list, values in e, 6 entries:
1 C -0.025
2 C -0.312
3 N 0.188
4 C -0.144
5 C -0.203
6 N -0.001

7.
Formula: C4H13N2
Source: the Open Molecules 2025 dataset
Level of theory: ωB97M-V/def2-TZVPD

ORCA input file:
```
! wB97M-V def2-TZVPD RIJCOSX def2/J DEFGRID3
* xyz 1 1
C 2.6436 -0.2041 -0.3598
C 1.5163 0.4434 0.5138
C 0.3138 0.4622 -0.2708
C -0.3920 -0.8672 -0.5613
N -1.3445 -1.4420 0.3265
N -2.3205 1.4091 0.2340
H 2.6001 -1.2909 -0.3069
H 3.6158 0.1309 -0.0071
H 2.6230 0.0320 -1.4257
H 1.8598 1.4284 0.8314
H 1.4506 -0.1998 1.3954
H 0.1293 1.1814 -1.0681
H -0.8779 -0.7339 -1.5253
H 0.4608 -1.5304 -0.6194
H -1.0452 -1.5159 1.2720
H -3.0996 1.2832 0.8557
H -2.3115 -1.3778 0.0796
H -1.4666 0.9723 0.5430
H -2.2126 2.3389 -0.1286
*
```

Highest occupied orbital energy: -13.65 eV
Relative energy (zero: lowest compared OMol25 entry of this formula, charge and spin): 4.309 eV
LUMO energy: -7.11 eV
Kohn-Sham gap: 6.54 eV

Löwdin atomic charge list, values in e, 6 entries:
1 C -0.022
2 C -0.178
3 C 0.119
4 C -0.231
5 N 0.038
6 N 0.065

8.
Formula: C4H13N2
Source: the Open Molecules 2025 dataset
Level of theory: ωB97M-V/def2-TZVPD

ORCA input file:
```
! wB97M-V def2-TZVPD RIJCOSX def2/J DEFGRID3
* xyz 1 1
C 1.8207 -0.9656 1.9109
N 1.1664 -0.3025 2.9631
C 1.0886 -0.7764 0.3438
N 0.7537 0.4811 0.2116
C -1.4727 0.3051 -2.4572
C -2.0911 1.1597 -1.3194
H 2.8526 -0.6342 1.8177
H 1.7916 -2.0369 2.1074
H 0.7509 0.5679 2.6683
H 0.4702 -0.8618 3.4307
H 1.8760 -1.1091 -0.3424
H 0.1960 -1.3968 0.4476
H -1.7399 0.7920 -3.3942
H 1.4090 1.0274 -0.3318
H -0.3924 0.2368 -2.3480
H -1.9082 -0.6799 -2.4760
H -1.6754 2.1612 -1.4345
H -3.1716 1.1885 -1.4558
H -1.7245 0.8436 -0.3419
*
```

Highest occupied orbital energy: -14.76 eV
Relative energy (zero: lowest compared OMol25 entry of this formula, charge and spin): 5.521 eV
LUMO energy: -8.12 eV
Kohn-Sham gap: 6.65 eV

Löwdin atomic charge list, values in e, 6 entries:
1 C -0.080
2 N 0.112
3 C -0.176
4 N 0.240
5 C -0.163
6 C -0.165

9.
Formula: C4H13N2
Source: the Open Molecules 2025 dataset
Level of theory: ωB97M-V/def2-TZVPD

ORCA input file:
```
! wB97M-V def2-TZVPD RIJCOSX def2/J DEFGRID3
* xyz 1 1
C -1.0985 0.7380 -1.9765
C -1.2404 0.2633 -0.5404
C 0.0090 -0.3649 0.0537
N 1.2803 0.3225 -0.3907
C 0.0465 -0.3308 1.5668
N 1.2652 -1.0191 1.9764
H -2.0515 0.9267 -2.4639
H -0.5814 0.1089 -2.7137
H -0.5758 1.6935 -2.0572
H -1.5715 1.1208 0.0271
H -2.0153 -0.4936 -0.4354
H 0.1616 -1.3921 -0.2349
H 1.2021 1.3294 -0.2534
H 2.0452 -0.1294 0.1207
H 1.3863 0.2194 -1.4030
H 0.0684 0.6890 1.9096
H -0.8981 -0.7358 1.9174
H 1.4625 -0.9247 2.9735
H 1.1052 -2.0213 1.9238
*
```

Highest occupied orbital energy: -14.47 eV
Relative energy (zero: lowest compared OMol25 entry of this formula, charge and spin): 0.605 eV
LUMO energy: -3.18 eV
Kohn-Sham gap: 11.29 eV
SMILES string: CC[C@@H]([NH3+])CN

Löwdin atomic charge list, values in e, 6 entries:
1 C -0.099
2 C -0.188
3 C -0.309
4 N 0.219
5 C -0.232
6 N 0.011

10.
Formula: C4H13N2
Source: the Open Molecules 2025 dataset
Level of theory: ωB97M-V/def2-TZVPD

ORCA input file:
```
! wB97M-V def2-TZVPD RIJCOSX def2/J DEFGRID3
* xyz 1 1
C -0.5863 -0.4778 -2.2935
C -0.8933 0.4002 -1.0537
C -0.0373 -0.2381 0.0578
N -0.8422 -0.5331 1.3497
C 1.0999 0.7389 0.6292
N 1.6706 0.1931 1.8338
H -1.1799 -0.1814 -3.1736
H 0.4377 -0.5780 -2.7000
H -1.0598 -1.4889 -2.1990
H -1.9295 0.3841 -0.6936
H -0.8726 1.4156 -1.4482
H 0.3503 -1.1981 -0.2214
H -1.5133 0.2096 1.5872
H -0.1068 -0.3020 2.0512
H -1.4399 -1.3299 1.5760
H 0.6748 1.7174 0.7782
H 1.7656 0.7621 -0.2397
H 1.9771 0.8894 2.5004
H 2.4848 -0.3832 1.6591
*
```

Highest occupied orbital energy: -14.45 eV
Relative energy (zero: lowest compared OMol25 entry of this formula, charge and spin): 1.621 eV
LUMO energy: -3.16 eV
Kohn-Sham gap: 11.29 eV
SMILES string: CC[C@H]([NH3+])CN

Löwdin atomic charge list, values in e, 6 entries:
1 C -0.111
2 C -0.191
3 C -0.236
4 N 0.176
5 C -0.195
6 N 0.005

11.
Formula: C4H13N2
Source: the Open Molecules 2025 dataset
Level of theory: ωB97M-V/def2-TZVPD

ORCA input file:
```
! wB97M-V def2-TZVPD RIJCOSX def2/J DEFGRID3
* xyz 1 1
C -1.0864 -2.3973 -1.4066
N -0.5037 -2.3400 -0.2392
H -1.8393 -3.1756 -1.6082
H -1.0284 -1.5767 -2.1154
H 0.7942 -1.2678 -0.1279
H -0.8554 -3.0877 0.3463
C 1.2240 0.7917 0.3975
C -0.2915 1.0927 0.3206
C -0.7543 2.2944 1.1325
N 1.4685 -0.4748 -0.3869
H 1.5218 0.6432 1.4685
H 1.7990 1.5803 -0.0288
H -0.8735 0.1900 0.5460
H -0.5665 1.1840 -0.7271
H -0.3139 3.2302 0.7671
H -0.5760 2.1467 2.2273
H -1.8847 2.3096 1.0348
H 2.4329 -0.8096 -0.2397
H 1.3331 -0.3333 -1.3609
*
```

Highest occupied orbital energy: -15.19 eV
Relative energy (zero: lowest compared OMol25 entry of this formula, charge and spin): 1.394 eV
LUMO energy: -3.27 eV
Kohn-Sham gap: 11.92 eV

Löwdin atomic charge list, values in e, 6 entries:
1 C -0.011
2 N 0.011
3 H 0.091
4 H 0.072
5 H 0.076
6 H 0.075

12.
Formula: C4H13N2
Source: the Open Molecules 2025 dataset
Level of theory: ωB97M-V/def2-TZVPD

ORCA input file:
```
! wB97M-V def2-TZVPD RIJCOSX def2/J DEFGRID3
* xyz 1 1
N -3.3721 0.6175 0.7428
C -0.7783 0.1829 -0.1759
C -1.6590 -0.9402 -0.3844
C 0.8009 -0.0010 -0.5061
N 2.2137 0.4171 0.4991
C 3.5486 0.0048 0.1876
H -1.2130 1.0417 -0.6764
H -3.7567 1.2784 0.0779
H -3.8475 0.6576 1.6204
H -0.6558 0.4191 0.8615
H -2.0407 -1.1782 -1.3821
H -1.4814 -1.8361 0.2116
H -2.8451 -0.3109 0.2405
H 0.9511 1.0019 -1.0157
H 1.0145 -0.8618 -1.0233
H 1.2521 -0.3270 0.6655
H 4.2839 0.7258 0.5532
H 3.7561 0.1539 -1.0006
H 3.8285 -1.0455 0.5045
*
```

Highest occupied orbital energy: -12.67 eV
Relative energy (zero: lowest compared OMol25 entry of this formula, charge and spin): 11.405 eV
LUMO energy: -8.01 eV
Kohn-Sham gap: 4.66 eV

Löwdin atomic charge list, values in e, 6 entries:
1 N 0.100
2 C -0.207
3 C 0.128
4 C -0.081
5 N -0.085
6 C -0.185

- What is the relative energy (zero: lowest compared OMol25 entry of this formula, charge and spin) in the fifth record?
  3.906 eV

What did the tenth record say?
Formula: C4H13N2
Source: the Open Molecules 2025 dataset
Level of theory: ωB97M-V/def2-TZVPD

ORCA input file:
```
! wB97M-V def2-TZVPD RIJCOSX def2/J DEFGRID3
* xyz 1 1
C -0.5863 -0.4778 -2.2935
C -0.8933 0.4002 -1.0537
C -0.0373 -0.2381 0.0578
N -0.8422 -0.5331 1.3497
C 1.0999 0.7389 0.6292
N 1.6706 0.1931 1.8338
H -1.1799 -0.1814 -3.1736
H 0.4377 -0.5780 -2.7000
H -1.0598 -1.4889 -2.1990
H -1.9295 0.3841 -0.6936
H -0.8726 1.4156 -1.4482
H 0.3503 -1.1981 -0.2214
H -1.5133 0.2096 1.5872
H -0.1068 -0.3020 2.0512
H -1.4399 -1.3299 1.5760
H 0.6748 1.7174 0.7782
H 1.7656 0.7621 -0.2397
H 1.9771 0.8894 2.5004
H 2.4848 -0.3832 1.6591
*
```

Highest occupied orbital energy: -14.45 eV
Relative energy (zero: lowest compared OMol25 entry of this formula, charge and spin): 1.621 eV
LUMO energy: -3.16 eV
Kohn-Sham gap: 11.29 eV
SMILES string: CC[C@H]([NH3+])CN

Löwdin atomic charge list, values in e, 6 entries:
1 C -0.111
2 C -0.191
3 C -0.236
4 N 0.176
5 C -0.195
6 N 0.005

- Look up the relative energy (zero: lowest compared OMol25 entry of this formula, charge and spin) of the twelfth one.
  11.405 eV

- relative energy (zero: lowest compared OMol25 entry of this formula, charge and spin) of number 5 (C4H13N2)?
  3.906 eV